Entry 1:
Formula: C13H26NO4P2Ti
Source: the Open Molecules 2025 dataset
Level of theory: ωB97M-V/def2-TZVPD

The geometry in XYZ format:
```
47
Properties=species:S:1:pos:R:3:forces:R:3:mulliken_charge:R:1
Ti 0.312 -0.754 0.585 -0.137 -0.419 0.711 -0.292
P 0.480 -1.627 -1.776 -0.138 -0.336 -1.283 1.209
C 0.607 -0.038 -2.701 -0.514 -0.193 0.095 -1.078
C -0.031 1.151 -1.996 0.403 0.753 -0.091 0.446
N -0.252 1.136 -0.663 -0.396 0.083 -0.180 0.549
C -0.808 2.221 -0.075 0.216 0.151 -0.218 0.499
C -1.097 3.379 -0.796 0.172 -0.161 0.264 -0.953
C -0.810 3.427 -2.153 0.197 -0.369 0.004 -0.512
C -0.261 2.298 -2.759 -0.417 -0.097 0.239 -0.977
C -1.094 2.216 1.424 -0.142 -0.136 -0.233 -1.219
P -0.096 1.002 2.385 -0.229 0.468 0.357 1.131
H -0.040 2.276 -3.823 -0.008 0.091 0.183 0.506
H -1.496 4.237 -0.256 0.015 -0.178 -0.282 0.480
H -0.993 4.333 -2.721 0.009 -0.131 0.024 0.440
H -0.901 3.221 1.828 -0.054 -0.268 -0.073 0.561
H -2.161 1.999 1.613 0.359 -0.045 -0.178 0.413
H 1.670 0.133 -2.865 0.058 0.317 -0.035 0.466
H 0.086 -0.204 -3.680 0.544 0.150 0.728 0.549
H 3.178 0.849 -0.928 -0.272 0.059 0.285 0.258
O 3.511 1.168 -1.776 0.700 -1.191 -0.270 -0.641
H 4.150 0.451 -2.006 -0.526 1.006 0.070 0.335
H 0.775 -2.164 1.450 -0.164 -0.218 0.115 -0.099
O 2.140 -0.398 0.577 0.770 0.839 0.024 -0.405
H 2.905 -0.566 1.157 -0.665 -0.200 -0.525 0.144
C 1.394 1.931 2.836 0.289 -0.159 -0.064 -1.292
H 1.135 2.889 3.297 -0.044 -0.150 0.014 0.449
H 1.983 1.328 3.539 -0.072 0.180 -0.167 0.391
H 1.992 2.113 1.936 -0.084 -0.056 0.172 0.305
C -1.013 0.774 3.932 -0.078 -0.259 0.058 -1.200
H -0.442 0.081 4.561 -0.187 0.127 -0.087 0.384
H -1.152 1.718 4.472 0.084 -0.108 -0.177 0.416
H -1.992 0.334 3.710 0.226 0.046 0.075 0.370
C -0.958 -2.362 -2.584 -0.284 -0.342 0.578 -1.403
H -0.759 -2.521 -3.650 0.061 0.032 0.173 0.443
H -1.185 -3.315 -2.095 -0.117 0.118 -0.203 0.427
H -1.812 -1.688 -2.452 0.108 -0.180 -0.017 0.380
C 1.914 -2.649 -2.211 0.288 -0.059 0.319 -1.171
H 1.741 -3.676 -1.867 -0.016 0.239 -0.020 0.403
H 2.103 -2.667 -3.288 -0.206 0.105 0.031 0.426
H 2.802 -2.263 -1.699 -0.219 -0.063 -0.065 0.308
C -2.075 -3.248 2.130 0.195 -0.115 0.131 -0.792
C -2.441 -2.297 1.013 -0.830 -0.550 0.032 0.482
O -3.501 -2.426 0.423 1.184 0.603 0.036 -0.539
O -1.555 -1.329 0.719 -0.049 0.157 -0.330 -0.360
H -2.913 -3.928 2.294 0.086 0.184 -0.015 0.326
H -1.855 -2.705 3.058 0.035 -0.070 -0.221 0.211
H -1.185 -3.841 1.878 -0.152 0.345 0.017 0.226
```
Forces are in eV/Å.

Computed properties:
HOMO energy (alpha / beta) in eV: -10.67 / -11.26
Maximum force in eV/Å: 1.41
⟨S²⟩: 2.011
2S+1: 3
E in Ha: -2398.6379
E_LUMO (alpha / beta) in eV: -2.786 / -7.774
Kohn-Sham gap (alpha / beta) in eV: 7.885 / 3.488
Net charge: +1

***

Entry 2:
Formula: C3H4ClNS
Source: the Open Molecules 2025 dataset
Level of theory: ωB97M-V/def2-TZVPD

The geometry in XYZ format:
```
10
Properties=species:S:1:pos:R:3:forces:R:3:mulliken_charge:R:1
C 1.542 0.059 0.008 -1.151 2.054 -0.413 0.024
C -0.860 1.571 -0.050 -1.390 -0.014 1.556 -0.491
C -0.191 -1.513 0.044 -5.049 -3.899 -0.643 -0.434
N 0.872 -0.936 -0.051 4.424 1.953 -0.865 -0.004
S -1.866 0.285 0.225 0.572 0.219 -0.362 -0.190
Cl 3.155 0.340 -0.156 1.247 -0.176 0.111 -0.107
H -0.904 2.303 0.824 0.998 -0.743 -1.622 0.264
H -0.650 1.820 -1.084 0.379 0.427 0.304 0.331
H -0.690 -2.088 -0.769 0.643 0.918 0.389 0.283
H -0.409 -1.842 1.009 -0.674 -0.738 1.545 0.323
```
Forces are in eV/Å.

Computed properties:
HOMO energy in eV: -8.06
Maximum force in eV/Å: 6.41
E in Ha: -1029.6829
E_LUMO in eV: -0.121
Kohn-Sham gap in eV: 7.944

***

Entry 3:
Formula: C3H7N2OS
Source: the Open Molecules 2025 dataset
Level of theory: ωB97M-V/def2-TZVPD

The geometry in XYZ format:
```
14
Properties=species:S:1:pos:R:3:forces:R:3:mulliken_charge:R:1
C -2.641 -0.224 0.542 -1.862 -0.707 0.764 -0.808
C -1.540 -0.238 -0.155 0.231 -1.424 -1.262 -0.101
C -0.369 0.433 0.385 -0.528 -1.939 4.205 -0.320
S 1.010 -0.737 0.182 -1.608 -0.638 -0.194 0.253
N 2.268 0.231 0.326 5.302 -1.333 -1.862 0.562
N 3.522 -0.501 -0.631 -1.250 0.566 0.596 -0.466
O 2.479 1.261 0.814 -0.713 1.108 0.324 -0.329
H -3.594 -0.581 0.187 0.076 -0.408 -0.396 0.276
H -2.698 0.006 1.589 0.242 0.978 0.270 0.218
H -1.437 -0.923 -1.016 -0.266 1.143 -0.144 0.340
H -0.616 0.762 1.452 0.718 -0.905 -1.008 0.351
H -0.080 1.305 -0.012 1.183 3.138 -2.320 0.414
H 4.143 -1.075 -0.059 -0.707 -0.490 0.973 0.305
H 4.211 0.226 -0.853 -0.816 0.910 0.055 0.306
```
Forces are in eV/Å.

Computed properties:
HOMO energy in eV: -14.21
Maximum force in eV/Å: 5.78
E in Ha: -700.9699
SMILES: C=CCS[N+](N)=O
E_LUMO in eV: -6.503
Kohn-Sham gap in eV: 7.705
Net charge: +1

***

Entry 4:
Formula: C16H48N5O4
Source: the Open Molecules 2025 dataset
Level of theory: ωB97M-V/def2-TZVPD

The geometry in XYZ format:
```
73
Properties=species:S:1:pos:R:3:forces:R:3:mulliken_charge:R:1
N -25.525 5.636 1.759 -0.064 -0.081 0.780 0.976
H -25.740 4.683 2.014 -0.281 -0.546 0.360 0.128
H -24.595 5.764 1.386 0.515 -0.045 -1.304 0.308
H -25.492 6.223 2.581 0.157 0.487 0.746 0.174
H -26.257 6.076 1.221 -0.065 0.429 -1.184 0.308
C -24.914 6.524 5.610 -0.436 -0.780 0.186 -1.657
C -26.028 6.939 4.671 -0.897 1.117 0.962 0.949
C -27.073 7.828 5.452 -0.696 -1.815 0.164 -0.910
O -27.598 7.031 6.567 1.335 1.389 -0.668 -0.315
C -28.419 7.735 7.492 -0.626 -0.678 -0.125 -0.778
N -25.403 7.671 3.608 0.831 1.946 -0.800 -0.715
H -25.305 5.856 6.377 0.193 0.141 0.101 0.379
H -24.501 7.424 6.064 -0.066 0.008 0.192 0.420
H -24.095 6.025 5.092 -0.067 -0.113 -0.171 0.398
H -26.540 6.164 4.101 -0.359 -0.751 1.054 -0.011
H -27.941 8.084 4.845 -0.096 -0.126 -0.542 0.387
H -26.634 8.801 5.673 0.391 -0.090 0.848 0.417
H -28.008 8.630 7.959 0.435 0.030 -0.296 0.321
H -28.659 7.023 8.282 0.202 0.002 0.035 0.258
H -29.379 7.971 7.032 -0.090 0.328 -0.180 0.296
H -24.565 8.140 3.919 0.444 -0.232 0.249 0.250
H -25.937 8.473 3.307 -0.666 -0.042 -0.326 0.162
C -28.216 5.867 -1.019 -0.077 -0.278 0.069 -1.465
C -28.359 6.987 0.018 -1.277 -1.208 -0.541 0.125
C -29.082 6.506 1.313 1.930 2.174 -0.219 -0.246
O -30.394 6.403 1.047 -2.884 -0.542 0.307 -0.419
C -31.259 6.130 2.207 1.017 -2.252 -1.987 -0.818
N -27.036 7.437 0.287 0.732 1.064 0.752 -0.723
H -29.169 5.613 -1.483 0.174 -0.074 -0.039 0.387
H -27.755 4.976 -0.591 -0.429 -0.279 0.590 0.211
H -27.448 6.066 -1.766 -0.366 0.718 -0.389 0.425
H -28.930 7.820 -0.392 -0.516 -0.185 -0.089 0.518
H -29.048 7.300 2.059 0.944 0.493 0.421 0.290
H -28.519 5.677 1.741 -0.345 -0.893 0.031 0.165
H -30.969 5.106 2.441 0.015 -0.186 0.743 0.347
H -32.230 5.956 1.743 -0.208 0.902 0.499 0.319
H -31.174 6.717 3.121 -0.003 0.678 -0.540 0.286
H -27.143 8.205 0.933 0.320 0.300 0.466 0.189
H -26.727 7.907 -0.552 0.494 -0.162 -0.261 0.264
C -21.881 6.904 -1.656 -0.747 -1.171 0.091 -1.521
C -22.635 5.750 -0.906 -0.070 0.705 -1.884 0.241
C -21.793 4.498 -0.607 0.773 -0.856 -1.121 -0.436
O -21.389 3.870 -1.820 0.027 -0.921 0.140 -0.378
C -20.867 2.508 -1.796 0.204 0.782 -0.902 -0.781
N -23.131 6.244 0.344 0.429 -0.353 1.937 -0.541
H -22.566 7.702 -1.941 -0.235 0.007 0.290 0.405
H -21.456 6.573 -2.604 0.386 -0.126 0.290 0.350
H -21.158 7.308 -0.947 0.352 -0.004 -0.315 0.401
H -23.575 5.484 -1.390 0.496 -0.455 -1.079 0.224
H -22.306 3.774 0.026 -0.657 0.026 0.059 0.235
H -20.880 4.727 -0.058 0.211 0.651 0.284 0.356
H -21.553 1.712 -1.503 -0.510 0.383 0.193 0.267
H -19.921 2.320 -1.288 -0.003 0.710 0.720 0.331
H -20.579 2.336 -2.833 -0.365 -0.049 -0.098 0.302
H -22.548 5.665 0.932 -0.222 0.610 1.491 -0.094
H -22.909 7.210 0.536 0.264 0.137 -0.143 0.210
C -25.438 2.609 0.373 0.029 0.347 0.142 -1.079
C -25.449 2.390 1.929 -0.851 -0.477 -2.614 -0.318
C -24.066 2.521 2.522 -0.638 -0.542 0.862 -0.661
O -23.537 3.801 2.406 1.071 0.954 0.261 -0.006
C -22.311 4.093 3.094 0.372 0.919 -0.074 -1.044
N -26.493 3.204 2.585 0.335 -0.355 1.084 -0.673
H -25.116 3.597 0.043 0.097 0.202 0.308 0.045
H -26.403 2.456 -0.111 -0.256 -0.109 0.384 0.358
H -24.768 1.917 -0.137 0.143 -0.174 0.329 0.451
H -25.665 1.324 1.995 -0.101 -0.196 0.398 0.392
H -23.473 1.740 2.047 0.389 0.062 -0.069 0.411
H -24.193 2.260 3.573 0.357 -0.106 0.391 0.433
H -21.385 3.861 2.567 -0.207 -1.012 -0.355 0.320
H -22.203 3.804 4.139 -0.571 -0.757 -0.054 0.367
H -22.170 5.172 3.162 -0.775 0.367 -0.160 0.339
H -27.463 3.078 2.332 0.050 -0.297 -1.353 0.227
H -26.589 2.861 3.530 0.606 0.246 0.672 0.265
```
Forces are in eV/Å.

Computed properties:
HOMO energy in eV: -12.14
Maximum force in eV/Å: 3.17
E in Ha: -1212.8037
E_LUMO in eV: -1.868
Kohn-Sham gap in eV: 10.274
Net charge: +1

***

Entry 5:
Formula: C12H13NO4S
Source: the Open Molecules 2025 dataset
Level of theory: ωB97M-V/def2-TZVPD

The geometry in XYZ format:
```
31
Properties=species:S:1:pos:R:3:forces:R:3:mulliken_charge:R:1
C -4.352 0.455 -0.605 -0.473 -0.245 -0.072 -0.711
O -3.290 1.387 -0.578 0.349 0.105 0.067 -0.451
C -2.074 1.083 -0.073 0.176 0.061 0.041 0.323
C -1.172 2.148 -0.099 -0.074 -0.250 0.039 -0.773
C 0.120 2.024 0.373 0.014 0.073 0.027 -0.629
C 0.512 0.806 0.884 0.551 -0.052 0.287 -0.278
S 2.180 0.557 1.447 -0.139 -0.039 -0.200 1.196
O 2.774 1.799 1.827 -0.146 0.068 -0.402 -0.673
O 2.234 -0.561 2.337 -0.160 -0.112 -0.362 -0.676
N 2.934 0.068 0.006 -0.007 0.155 0.643 0.217
C 3.408 0.909 -0.963 0.196 0.699 -0.301 -0.339
C 3.760 0.167 -2.049 -0.075 0.187 0.129 -0.565
C 3.476 -1.187 -1.740 -0.133 -0.064 0.189 -0.561
C 2.964 -1.210 -0.478 -0.125 -0.792 0.050 -0.342
C -0.351 -0.272 0.925 -0.181 -0.165 0.043 -0.402
C -1.653 -0.161 0.455 0.065 0.034 -0.019 1.094
O -2.540 -1.198 0.479 -0.002 0.394 -0.114 -0.425
C -2.123 -2.431 1.018 0.034 -0.185 0.066 -0.937
H -4.113 -0.412 -1.223 -0.032 0.082 0.052 0.262
H -5.188 0.997 -1.046 0.051 -0.056 0.036 0.292
H -4.622 0.123 0.398 0.013 0.030 -0.087 0.272
H -1.528 3.081 -0.504 -0.042 0.106 -0.039 0.433
H 0.811 2.849 0.364 0.038 0.176 -0.039 0.472
H 3.468 1.960 -0.766 0.044 0.240 -0.024 0.397
H 4.177 0.535 -2.965 0.088 0.146 -0.117 0.434
H 3.640 -2.033 -2.378 0.018 -0.199 -0.035 0.434
H 2.638 -2.018 0.146 -0.051 -0.216 0.080 0.405
H 0.023 -1.188 1.350 -0.100 -0.198 0.034 0.566
H -1.831 -2.334 2.068 0.005 0.003 -0.028 0.360
H -2.991 -3.085 0.943 0.108 -0.003 0.036 0.248
H -1.295 -2.860 0.446 -0.008 0.019 0.022 0.357
```
Forces are in eV/Å.

Computed properties:
HOMO energy in eV: -8.65
Maximum force in eV/Å: 0.80
E in Ha: -1218.9139
SMILES: COc1ccc(S(=O)(=O)n2cccc2)cc1OC
E_LUMO in eV: 0.572
Kohn-Sham gap in eV: 9.222

***

Entry 6:
Formula: CH5N3
Source: the Open Molecules 2025 dataset
Level of theory: ωB97M-V/def2-TZVPD

The geometry in XYZ format:
```
9
Properties=species:S:1:pos:R:3:forces:R:3:mulliken_charge:R:1
N 0.202 0.982 -0.999 1.010 -1.102 -0.972 -0.722
C 0.043 -0.013 -0.165 0.083 3.361 0.083 0.556
N -0.573 -1.158 -0.636 0.040 -0.340 1.560 -0.424
N 0.441 0.247 1.168 2.565 0.511 -2.732 -0.470
H 0.940 1.711 -0.806 -1.476 -1.212 0.445 0.189
H -0.830 -1.039 -1.590 -0.172 -0.025 -0.499 0.262
H -1.053 -1.915 -0.116 0.783 1.360 -0.254 0.213
H -0.091 0.010 1.918 -1.756 -0.991 2.332 0.202
H 0.920 1.176 1.227 -1.078 -1.562 0.036 0.195
```
Forces are in eV/Å.

Computed properties:
HOMO energy in eV: -8.36
Maximum force in eV/Å: 3.78
E in Ha: -205.3496
SMILES: N=C(N)N
E_LUMO in eV: 0.928
Kohn-Sham gap in eV: 9.284

***

> Among the records above, which one has the highest E?

CH5N3

***

> Which formula does entry 3 have?

C3H7N2OS

***

> The lowest maximum force belongs to which entry?

C12H13NO4S

***

> Which value of E does entry 6 give?

-205.3496 Ha